DFT (ωB97M-V/def2-TZVPD) results for the molecule C2HBrF2S at a distorted geometry.

```
7
Properties=species:S:1:pos:R:3:mulliken_charge:R:1
C 0.27657 -0.17159 0.63542 -0.549
C -0.37585 0.17904 -0.63866 0.759
F -1.09668 1.32690 -0.43170 -0.246
F 0.18375 0.12022 -1.80261 -0.186
S -1.13436 -1.28193 0.04277 -0.093
Br 2.10981 -0.75568 0.86088 -0.090
H 0.03675 0.58303 1.33390 0.405
```

Properties
Energy relative to the best compared isomer or geometry (same formula, charge and spin), kcal per mole: 7.1
SMILES string: FC1(F)S[C@H]1Br
Lowest unoccupied orbital energy, eV: 0.1
Orbital gap, eV: 10.22
Calculated total energy, Eh: -3248.70023
Total charge: 0



DFT (ωB97M-V/def2-TZVPD) results for a structure of composition C22H22CoN5O6S.

```
57
Properties=species:S:1:pos:R:3:mulliken_charge:R:1
Co 1.40556 -1.14871 1.61085 -0.109
O -1.14614 -4.19497 5.75170 -0.517
C -0.38217 -3.25141 6.27385 0.409
O -0.23805 -3.09657 7.45536 -0.560
C 0.33436 -2.33733 5.32494 0.363
C 1.12665 -1.29635 5.75804 -0.293
N 1.61026 -0.67444 4.66904 -0.248
N 1.16710 -1.25170 3.54320 0.146
C 0.40159 -2.26544 3.92759 -0.419
C -0.17311 -3.08781 2.81957 1.311
O -0.94750 -3.99733 3.04218 -0.780
O 0.25604 -2.70466 1.66117 -0.575
H -1.15023 -4.17977 4.76280 0.442
H 1.35475 -0.97709 6.76162 0.573
H 2.22169 0.12310 4.63815 0.192
C -0.46084 2.86531 1.54844 -1.058
C 0.66423 1.87925 1.59813 1.108
C 2.08369 2.35436 1.72784 -1.001
O 0.40681 0.68635 1.51774 -0.629
H -0.12053 3.89202 1.44733 0.431
H -1.03654 2.77071 2.47230 0.327
H -1.12738 2.60521 0.72604 0.088
H 2.15862 3.42817 1.86831 0.427
H 2.62581 2.07452 0.82171 0.235
H 2.56681 1.83931 2.55919 0.150
S 4.77436 -1.28523 1.77754 -0.098
C 3.28620 -1.10047 1.73791 0.167
C -2.07662 4.25977 -2.52698 -1.349
C -1.91928 2.86930 -3.08430 0.839
C -1.50774 2.65342 -4.39377 -0.856
C -1.36465 1.37123 -4.90273 -0.578
C -1.64367 0.26485 -4.11136 0.064
N -1.49679 -1.01830 -4.70084 -0.045
C -1.48334 -2.25793 -4.11141 0.256
O -1.90072 -3.25193 -4.65338 -0.622
N -0.92858 -2.33796 -2.82568 -0.077
C 0.14445 -1.63324 -2.29771 -0.181
C 0.97621 -0.78540 -3.02231 -0.203
C 2.01030 -0.14278 -2.36758 -1.276
C 2.19884 -0.34147 -1.01712 0.100
N 1.39403 -1.14912 -0.31196 0.285
C 0.39335 -1.78194 -0.93392 -0.105
C -2.07395 0.46150 -2.80369 -0.279
C -2.20076 1.75022 -2.30779 -0.603
H -1.96061 5.01213 -3.30490 0.370
H -1.33191 4.46383 -1.75432 0.239
H -3.06020 4.39030 -2.07458 0.361
H -1.29473 3.50089 -5.03403 0.336
H -1.04124 1.22970 -5.92775 0.421
H -1.71293 -1.07825 -5.68438 0.265
H -1.15396 -3.21523 -2.37975 0.257
H 0.82496 -0.63607 -4.08071 0.648
H 2.67743 0.51119 -2.91078 0.433
H 3.00331 0.14087 -0.48196 0.436
H -0.22220 -2.42269 -0.32054 0.758
H -2.34727 -0.37925 -2.18225 0.595
H -2.56379 1.88337 -1.29405 0.429
```

Properties
Energy relative to the best compared isomer or geometry (same formula, charge and spin), kcal per mole: 0.0
2S+1: 2
Lowest unoccupied orbital energy (alpha / beta), eV: -4.1 / -4.1
Orbital gap (alpha / beta), eV: 6.89 / 6.93
Calculated total energy, Eh: -3357.56893
Total charge: +1



DFT (ωB97M-V/def2-TZVPD) results for the molecule C4H13N3 at a distorted geometry.

```
20
Properties=species:S:1:pos:R:3:mulliken_charge:R:1
N 0.51792 1.63444 -0.33280 -0.635
C -0.29206 0.39808 -0.09821 0.381
C 0.53753 -0.81436 0.48122 -1.179
C 1.75044 -1.35984 -0.37193 -0.225
N 1.18815 -2.43808 -1.36412 -0.589
C -1.54195 0.63134 0.92076 -0.440
N -1.98111 1.96041 0.62022 -0.563
H 1.47954 1.41414 0.13568 0.250
H -0.11825 2.38095 0.02956 0.375
H -0.77110 0.07876 -1.07277 0.076
H -0.24890 -1.54745 0.86778 0.329
H 1.00686 -0.47002 1.46569 0.393
H 2.40371 -0.63580 -0.88769 0.288
H 2.43249 -1.94310 0.44736 0.208
H 0.20956 -2.35787 -1.48761 0.211
H 1.33227 -3.42768 -1.21222 0.221
H -2.39859 -0.16783 0.66227 0.218
H -1.35831 0.72286 1.99094 0.345
H -2.46569 2.47408 1.32476 0.145
H -2.30201 2.25024 -0.31779 0.191
```

Properties
Energy relative to the best compared isomer or geometry (same formula, charge and spin), kcal per mole: 52.6
SMILES string: NCC[C@H](N)CN
Lowest unoccupied orbital energy, eV: 1.1
Orbital gap, eV: 9.93
Calculated total energy, Eh: -324.39119
Total charge: 0



DFT (ωB97M-V/def2-TZVPD) results for a structure of composition C3H4O3Pr at a distorted geometry.

```
11
Properties=species:S:1:pos:R:3:mulliken_charge:R:1
O -1.20095 0.39104 -0.59251 -0.237
C 0.01807 0.74129 -0.14048 0.137
O 0.25900 1.97411 -0.30503 -0.661
Pr 2.33551 1.78992 1.16094 1.284
O 3.02440 0.06505 -0.37189 -0.513
C 2.22997 -0.76670 -0.95111 -0.221
H 1.80909 -1.45572 -0.14836 0.040
C -1.96602 -0.50998 0.18988 -0.569
H -1.60584 -0.52618 1.22771 0.281
H -1.89252 -1.52397 -0.22925 0.241
H -3.01071 -0.17885 0.16010 0.219
```

Properties
Energy relative to the best compared isomer or geometry (same formula, charge and spin), kcal per mole: 96.2
2S+1: 4
Lowest unoccupied orbital energy (alpha / beta), eV: -1.4 / -1.5
Orbital gap (alpha / beta), eV: 4.45 / 4.35
Calculated total energy, Eh: -859.22610
Total charge: 0



DFT (ωB97M-V/def2-TZVPD) results for a structure of composition C13H28B2InNO6P at a distorted geometry.

```
52
Properties=species:S:1:pos:R:3:mulliken_charge:R:1
C 2.45892 -2.77705 -0.49854 -0.944
C 1.04789 -3.36477 -0.61151 -0.188
C 0.24746 -2.87949 -1.82595 -1.106
In 0.41313 -0.71361 -2.29388 0.762
B 1.51522 -0.44486 -4.30246 0.452
O 0.97237 -0.86151 -5.50502 -0.598
O 2.76185 0.18262 -4.42992 -0.607
C 2.79103 1.58722 -4.27634 0.399
C 2.15016 2.33307 -5.45559 -1.151
B 1.17116 0.60999 -0.57104 0.232
O 2.50116 1.08329 -0.56482 -0.786
N 0.32992 1.01707 0.54531 -0.197
C -0.16226 -0.12907 1.31354 -0.552
C 0.90925 2.00813 1.44800 -0.966
P -2.04768 -0.04751 -2.78730 0.627
O -2.72101 -1.00059 -3.71306 -0.688
O -2.93121 0.07988 -1.40327 -0.487
O -2.27259 1.50050 -3.34108 -0.590
H 2.47699 -1.84391 0.06766 0.114
H 3.13117 -3.46712 0.02268 0.430
H 2.88638 -2.59931 -1.48833 0.182
H 1.15384 -4.45817 -0.66107 0.369
H 0.47909 -3.17132 0.30346 0.193
H 0.52972 -3.44688 -2.71859 0.394
H -0.81632 -3.08303 -1.67179 0.339
H 0.51101 -1.70157 -5.40986 0.266
H 2.26514 1.85191 -3.34773 -0.356
H 3.83974 1.86826 -4.16598 0.355
H 1.27330 2.90328 -5.14263 0.285
H 2.85226 3.03857 -5.90505 0.312
H 1.84056 1.62463 -6.22255 0.292
H 2.67154 1.70407 -1.28071 0.297
H -0.82454 -0.74361 0.70296 0.210
H 0.65504 -0.74163 1.71788 0.245
H -0.73369 0.23082 2.17650 0.010
H 0.10203 2.53629 1.97048 0.284
H 1.56490 1.56197 2.20883 0.309
H 1.48073 2.74771 0.89212 0.314
H -3.54171 0.82338 -1.46738 0.258
H -1.41453 1.93927 -3.38451 0.293
C -1.69104 -0.12414 6.83057 -0.332
C -1.27826 0.62393 5.73669 -0.423
C -2.21380 1.10162 4.82971 -0.155
C -3.56247 0.83406 5.01776 -0.535
C -3.97557 0.08782 6.11278 -0.311
C -3.03983 -0.39282 7.01843 -0.405
H -0.96052 -0.50034 7.53564 0.354
H -0.22667 0.83281 5.58686 0.362
H -1.88961 1.67761 3.97253 0.380
H -4.29034 1.20461 4.30760 0.362
H -5.02766 -0.12221 6.25850 0.349
H -3.36168 -0.97990 7.86945 0.345
```

Properties
Energy relative to the best compared isomer or geometry (same formula, charge and spin), kcal per mole: 0.0
Lowest unoccupied orbital energy, eV: 2.6
Orbital gap, eV: 6.92
Calculated total energy, Eh: -1599.74755
Total charge: -1